A cluster of 2 separate species, C3Cl3FO in total in a non-equilibrium geometry, computed with ωB97M-V/def2-TZVPD.

Structure (XYZ):
```
8
C3Cl3FO ωB97M-V/def2-TZVPD
C -1.555 -0.303 0.265
C 1.936 -0.439 -0.268
C -1.154 0.937 0.508
O -0.496 1.847 0.748
F 2.295 -0.059 -1.522
Cl -2.236 -1.339 1.447
Cl 1.927 -2.113 -0.264
Cl -1.806 -0.749 -1.459
```

Results
lowest unoccupied orbital energy: -0.70 eV
max |F|: 2.1 eV/A
total charge: 0
energy above the lowest of the compared OMol25 structures with the same formula, charge and spin: 0.00 kcal/mol
Kohn-Sham gap: 8.46 eV
DFT total energy: -45438.6730 eV